Molecular formula: C33H46F12N4O4P2Re
Method: DFT, wB97M-V/def2-TZVPD

Results
- ⟨S²⟩: 0.90
- Net charge: +2
- E_HOMO (alpha / beta): -12.21 / -12.18 eV
- Total energy: -3764.01646 hartree
- Multiplicity: 2
- LUMO energy (alpha / beta): -5.9 / -6.7 eV
- Relative energy (zero: lowest compared OMol25 entry of this formula, charge and spin): 61.0 kcal/mol
- Frontier orbital gap (alpha / beta): 6.28 / 5.47 eV
- Strongest force on any atom: 2.36 eV/A

Geometry (Å):
Re 0.39 0.17 0.11
C 4.96 3.38 -1.54
C 4.16 2.11 -1.56
C 3.84 1.49 -2.72
C 2.92 0.38 -2.81
C 2.24 -0.06 -1.70
N 1.05 -0.73 -1.60
C 0.48 -1.66 -2.46
C 1.27 -2.28 -3.44
C 0.77 -3.25 -4.28
C -0.55 -3.65 -4.18
C -1.11 -4.77 -5.03
C -1.35 -3.02 -3.21
C -0.88 -2.04 -2.35
C -1.86 -1.47 -1.28
O -1.51 -0.24 -0.69
C -2.07 -2.57 -0.17
F -2.57 -3.71 -0.66
F -0.89 -2.85 0.40
F -2.89 -2.12 0.79
C -3.27 -1.19 -1.95
F -4.06 -0.40 -1.16
F -3.08 -0.49 -3.11
F -4.00 -2.26 -2.22
C 2.47 0.52 -0.34
C 3.64 1.54 -0.28
C 2.65 -1.42 1.31
O 1.32 -1.10 1.36
C 3.15 -1.48 2.81
F 4.18 -2.30 2.99
F 3.50 -0.23 3.21
F 2.16 -1.90 3.59
C 2.93 -2.80 0.64
F 4.23 -2.89 0.30
F 2.20 -2.93 -0.48
F 2.61 -3.78 1.47
H 4.86 3.92 -2.48
H 6.02 3.18 -1.38
H 4.63 4.04 -0.73
H 4.23 1.89 -3.65
H 2.66 0.01 -3.80
H 2.33 -2.04 -3.48
H 1.43 -3.72 -5.00
H -0.54 -4.89 -5.95
H -2.16 -4.60 -5.28
H -1.06 -5.71 -4.47
H -2.37 -3.36 -3.14
H 3.42 2.34 0.44
N -0.04 1.82 -5.25
C -0.75 1.17 -4.08
P -0.63 2.41 -2.69
O 0.06 3.53 -3.42
O -0.07 1.87 -1.40
C -2.35 2.93 -2.24
N -2.75 2.46 -0.86
H 0.26 2.77 -4.85
H -0.64 1.96 -6.06
H 0.78 1.31 -5.55
H -0.27 0.24 -3.81
H -1.78 0.95 -4.33
H -3.08 2.59 -2.97
H -2.34 4.02 -2.25
H -3.42 1.70 -0.88
H -3.11 3.21 -0.28
H -1.92 2.06 -0.42
C 0.81 3.76 1.43
C -0.50 3.16 1.98
P -0.42 1.34 2.09
C -2.11 0.80 2.58
C -3.05 1.87 3.15
C 0.60 1.02 3.57
C 0.13 1.69 4.86
H 0.73 4.84 1.32
H 1.05 3.33 0.45
H 1.64 3.56 2.11
H -1.34 3.44 1.33
H -0.72 3.56 2.97
H -1.96 0.00 3.31
H -2.56 0.33 1.70
H -2.63 2.37 4.03
H -3.99 1.41 3.46
H -3.29 2.64 2.41
H 1.62 1.31 3.32
H 0.61 -0.06 3.67
H 0.24 2.77 4.83
H 0.74 1.33 5.69
H -0.91 1.45 5.09
C 6.25 -0.75 1.83
C 5.82 0.37 0.89
C 6.58 0.15 -0.45
C 6.20 1.73 1.51
C 4.38 0.44 0.50
N 3.33 -0.34 0.54
H 7.34 -0.72 1.90
H 5.98 -1.74 1.46
H 5.86 -0.62 2.84
H 7.65 0.24 -0.24
H 6.32 0.88 -1.21
H 6.39 -0.86 -0.84
H 7.27 1.71 1.76
H 5.64 1.91 2.43
H 6.03 2.56 0.82

Molecular formula: C7H10O3S
Method: DFT, wB97M-V/def2-TZVPD

Results
- E_HOMO (alpha / beta): -8.63 / -7.72 eV
- Total energy: -896.40788 hartree
- LUMO energy (alpha / beta): -0.5 / -0.9 eV
- Relative energy (zero: lowest compared OMol25 entry of this formula, charge and spin): 113.6 kcal/mol
- Frontier orbital gap (alpha / beta): 8.10 / 6.82 eV
- Strongest force on any atom: 4.27 eV/A

Geometry (Å):
C 3.13 0.37 0.71
C 2.18 -0.05 0.08
C 0.36 -1.73 0.08
C -0.88 -1.61 0.92
C -0.74 1.21 0.46
C 1.02 -0.50 -0.50
C -0.42 2.22 -0.57
O -1.79 -0.44 -1.27
O -2.98 0.00 0.90
O 0.83 -0.21 -1.77
S -1.73 -0.14 0.14
H 3.92 0.60 1.34
H 0.93 -2.46 0.64
H -0.15 -2.30 -0.69
H -1.72 -2.27 0.84
H -0.65 -1.35 1.93
H -0.50 1.55 1.51
H 0.04 1.64 -1.48
H 0.49 2.93 -0.36
H -1.19 2.95 -0.78
H -0.15 -0.42 -2.13

Molecular formula: C4H12NOS
Method: DFT, wB97M-V/def2-TZVPD

Results
- Net charge: -1
- E_HOMO: -2.39 eV
- Total energy: -687.79305 hartree
- LUMO energy: 3.7 eV
- Relative energy (zero: lowest compared OMol25 entry of this formula, charge and spin): 22.0 kcal/mol
- Frontier orbital gap: 6.11 eV
- Strongest force on any atom: 2.62 eV/A

Geometry (Å):
C -1.61 1.21 0.06
N -0.74 0.29 -0.67
C -0.24 -0.82 0.16
C 0.81 -0.43 1.17
S 0.32 0.43 2.78
C 0.32 -1.90 -0.75
H -2.38 0.70 0.68
H -1.09 1.77 0.85
H -2.04 1.93 -0.62
H -1.27 -0.15 -1.42
H -1.12 -1.20 0.73
H 1.31 -1.26 1.65
H 1.53 0.33 0.85
H -0.30 -2.11 -1.62
H 0.44 -2.86 -0.24
H 1.22 -1.73 -1.36
H 2.29 1.86 -0.35
H 0.87 1.72 -0.88
O 1.69 2.23 -1.02

Molecular formula: C7H6BF3N3O6S
Method: DFT, wB97M-V/def2-TZVPD

Results
- Net charge: -1
- E_HOMO: -5.12 eV
- Total energy: -1608.40267 hartree
- LUMO energy: -0.1 eV
- Relative energy (zero: lowest compared OMol25 entry of this formula, charge and spin): 22.8 kcal/mol
- Frontier orbital gap: 5.04 eV
- Strongest force on any atom: 2.78 eV/A

Geometry (Å):
O -3.15 -0.38 4.10
S -3.65 0.71 3.28
O -3.77 0.61 1.85
C -5.38 1.08 3.95
F -6.18 0.04 3.67
F -5.35 1.27 5.28
F -5.87 2.19 3.35
C -2.69 2.18 3.69
C -2.63 3.28 2.80
C -1.96 4.42 3.24
N -1.88 5.69 2.66
O -2.23 6.17 1.60
O -1.28 6.51 3.65
N -0.97 5.80 4.78
C -1.39 4.53 4.52
C -1.45 3.40 5.42
N -0.84 3.43 6.73
O -0.22 4.44 7.13
O -0.96 2.40 7.43
C -2.12 2.24 4.97
H -3.09 3.30 1.82
H -2.20 1.37 5.63
H -2.86 2.94 0.24
B -2.85 2.78 -1.02
H -2.53 3.82 -1.59
H -2.03 1.90 -1.31
H -3.96 2.43 -1.44

Number 1 is which compound? C33H46F12N4O4P2Re